Record 1
94
Properties=species:S:1:pos:R:3:forces:R:3:lowdin_charge:R:1 method="wB97M-V/def2-TZVPD" largest_force_ev_per_a=5.881 total_charge=-1 e_tot_ha=-2483.73581 multiplicity=1
C 4.2908 2.1134 -2.2494 0.082 -0.528 -0.593 -0.13
C 4.4489 2.7204 -3.7618 -0.589 -0.552 1.248 -0.22
C 4.5252 4.3275 -3.7912 1.526 -0.342 -1.094 -0.24
N 3.3004 5.0112 -4.2698 0.159 -0.151 1.045 -0.06
C 2.1767 4.9536 -3.2926 -0.982 -0.261 0.718 -0.26
C 0.7758 4.6007 -3.9901 -0.329 -0.286 -0.696 -0.17
C -0.1582 3.6049 -3.1489 -0.092 -0.094 0.006 -0.19
C 0.5369 2.1536 -2.9159 0.825 1.911 -0.200 -0.29
N -0.3728 1.0007 -3.2179 1.320 -0.450 0.128 -0.05
C 2.1064 6.2930 -2.3666 2.764 2.048 3.188 -0.53
O 1.0874 7.0602 -2.3181 1.924 -2.359 -0.792 -0.11
O 3.2503 6.4999 -1.5871 -4.484 -1.456 -3.516 -0.24
H 3.9478 2.9142 -1.4992 0.503 -1.282 -1.146 0.08
H 3.5211 1.2510 -2.3210 1.076 1.390 0.421 0.06
H 5.2697 1.6129 -1.9022 -1.548 1.073 -0.464 0.05
H 5.3494 2.1842 -4.2137 -1.105 0.986 0.369 0.09
H 3.5155 2.3785 -4.3273 1.306 0.584 0.478 0.08
H 4.9024 4.7114 -2.7754 -1.107 -0.303 -1.487 0.12
H 5.3632 4.6040 -4.5442 -1.242 -0.366 1.111 0.11
H 3.0254 4.7313 -5.2178 0.209 -0.092 0.782 0.09
H 2.4040 4.1012 -2.5547 -0.410 1.190 -0.908 0.11
H 0.1535 5.5330 -4.2719 1.231 -1.288 0.684 0.11
H 1.0078 4.0558 -4.9888 -0.315 0.744 1.412 0.10
H -1.1503 3.4073 -3.7135 1.540 0.433 0.852 0.10
H -0.4144 4.1133 -2.1411 0.381 -0.879 -1.562 0.10
H 1.4447 2.1273 -3.6203 -1.136 0.035 1.095 0.09
H 0.9524 2.1701 -1.8528 -0.686 -0.505 -1.377 0.11
H -0.0739 0.2195 -2.6004 -0.386 0.656 -0.552 0.06
H -0.0793 0.6797 -4.1637 -0.588 0.247 0.892 0.06
C 3.6934 -2.9535 1.5716 0.245 0.200 -0.177 -0.03
C 4.7929 -2.0035 1.1490 -0.641 -0.761 0.813 -0.34
C 4.4242 -0.5537 1.2573 -0.089 0.422 0.541 -0.10
O 5.2756 0.0465 0.2865 0.272 -0.524 -0.597 0.06
C 5.5185 -0.9095 -0.6575 0.475 0.364 -1.093 -0.54
O 6.0486 -0.7047 -1.7169 -0.477 -0.313 1.173 0.14
O 5.0752 -2.1309 -0.2414 0.332 0.631 -0.359 0.09
H 3.9346 -3.9745 1.2695 0.097 0.163 0.120 0.07
H 3.5518 -2.9302 2.6553 0.086 0.055 -0.051 0.10
H 2.7485 -2.7010 1.0940 0.330 0.166 0.121 0.07
H 5.7150 -2.2275 1.6987 0.029 0.164 -0.040 0.16
H 4.6183 -0.1438 2.2500 0.091 0.111 -0.196 0.14
H 3.3860 -0.3444 0.9805 0.027 -0.191 0.041 0.15
C -3.1282 3.8688 -0.0480 0.324 0.212 0.186 -0.01
C -2.9598 2.3714 0.0831 -0.338 1.103 -0.520 -0.33
C -4.1600 1.6682 0.6424 -0.472 -0.060 -0.546 -0.11
O -3.5792 0.5047 1.2254 0.799 -0.111 0.421 0.06
C -2.3037 0.8390 1.5677 0.529 -0.126 0.223 -0.53
O -1.5828 0.1583 2.2464 -0.518 0.374 -0.602 0.12
O -1.9553 2.0470 1.0451 -0.043 -1.033 0.538 0.10
H -2.1651 4.3451 -0.2493 -0.116 -0.081 -0.144 0.08
H -3.8190 4.1152 -0.8575 0.083 -0.106 0.033 0.09
H -3.5081 4.3092 0.8782 -0.032 -0.136 -0.027 0.09
H -2.6520 1.9433 -0.8780 -0.039 -0.053 0.073 0.16
H -4.8846 1.3969 -0.1233 0.494 0.120 0.370 0.09
H -4.6684 2.2314 1.4323 0.103 0.123 -0.084 0.15
C 3.8918 -7.7112 -1.3985 0.212 0.266 -0.189 -0.02
C 3.0475 -7.1937 -0.2548 0.722 -0.662 -0.658 -0.35
C 1.5881 -7.5237 -0.3731 -0.335 -0.569 0.120 -0.11
O 0.9836 -6.4799 0.3818 0.274 0.425 0.042 0.07
C 1.8281 -5.4116 0.3115 -0.337 1.131 0.232 -0.52
O 1.5551 -4.3053 0.6775 -0.407 -1.507 -0.528 0.14
O 3.0249 -5.7691 -0.2364 -0.665 0.199 0.345 0.08
H 4.8877 -7.2616 -1.3721 -0.072 -0.131 0.102 0.09
H 3.9943 -8.7978 -1.3486 -0.028 0.089 0.068 0.09
H 3.4541 -7.4476 -2.3651 -0.061 -0.011 0.122 0.09
H 3.4619 -7.5334 0.7013 -0.132 -0.006 -0.007 0.16
H 1.3418 -8.5002 0.0475 -0.100 0.190 0.080 0.14
H 1.2099 -7.4700 -1.3991 0.207 -0.009 -0.007 0.14
C -2.1387 0.0809 5.2340 0.005 0.459 -0.014 -0.02
C -1.0082 -0.2052 6.1973 -0.912 -0.112 -0.906 -0.34
C -1.4604 -0.6661 7.5519 -0.189 -0.576 0.177 -0.12
O -0.3732 -0.2710 8.3808 0.299 0.381 -0.053 0.06
C 0.2031 0.8073 7.7761 0.721 0.816 0.219 -0.54
O 1.0299 1.5080 8.2855 -0.661 -0.611 -0.314 0.15
O -0.2903 0.9847 6.5179 0.372 -0.124 0.863 0.09
H -1.7674 0.6114 4.3563 0.015 -0.301 0.105 0.06
H -2.6192 -0.8445 4.9085 0.133 0.056 -0.025 0.10
H -2.8965 0.7236 5.6921 0.073 -0.098 0.154 0.09
H -0.3007 -0.9103 5.7462 -0.034 -0.007 0.108 0.16
H -1.6129 -1.7458 7.5999 0.151 0.099 0.136 0.14
H -2.3647 -0.1605 7.9058 0.014 0.033 -0.204 0.14
C -9.1387 -2.3722 -0.4109 -0.331 0.207 0.002 -0.02
C -7.8970 -1.5961 -0.7912 -0.760 -0.856 0.095 -0.34
C -6.8093 -1.6374 0.2422 0.445 -0.540 0.151 -0.10
O -6.1017 -0.4314 -0.0195 -0.597 0.516 -0.371 0.05
C -7.0060 0.4383 -0.5627 -0.018 1.109 -0.184 -0.51
O -6.8077 1.6116 -0.7394 -0.463 -1.353 0.092 0.15
O -8.1698 -0.1996 -0.8749 0.688 0.462 0.135 0.09
H -9.9626 -2.1302 -1.0872 0.147 -0.113 -0.036 0.09
H -8.9547 -3.4483 -0.4506 0.043 0.103 -0.038 0.09
H -9.4741 -2.1140 0.5972 0.130 0.005 -0.047 0.09
H -7.5346 -1.9246 -1.7720 0.091 0.030 0.095 0.16
H -6.1549 -2.5034 0.1297 0.104 0.237 0.001 0.15
H -7.1817 -1.6016 1.2711 -0.143 -0.042 -0.122 0.14

Record 2
93
Properties=species:S:1:pos:R:3:forces:R:3:lowdin_charge:R:1 method="wB97M-V/def2-TZVPD" largest_force_ev_per_a=3.965 total_charge=0 e_tot_ha=-2387.77970 multiplicity=1
C 1.4191 5.2324 0.5449 0.732 -0.101 -0.410 -0.07
C 2.1170 4.0583 -0.1447 -0.326 0.373 1.150 -0.27
O 2.9423 3.4435 0.8457 0.001 -0.419 -0.545 -0.16
C 3.1977 2.0769 0.5171 -0.383 0.064 0.338 -0.19
C 2.2773 1.2403 1.4085 0.133 0.165 -0.213 -0.18
O 2.5086 -0.1518 1.2579 -0.039 0.102 -0.099 -0.12
C 1.7222 -0.6673 0.1967 -0.600 0.026 0.405 -0.17
C 0.2688 -0.9331 0.6724 1.564 0.159 -0.324 -0.13
O -0.5565 -0.4630 -0.3825 -0.396 0.044 0.689 -0.12
C -1.7843 0.0807 -0.0046 -0.184 -0.781 0.045 -0.20
N -1.9258 1.4053 -0.6298 -1.366 -1.606 -0.312 0.01
C -1.9985 1.2338 -2.1069 -0.182 0.933 -0.083 -0.09
C -0.6240 1.4421 -2.7482 -0.334 -0.290 -0.887 -0.33
O -0.7816 2.3180 -3.8751 -0.248 0.038 0.074 -0.04
C 0.0293 0.1533 -3.2468 1.380 -0.398 0.681 -0.20
N 1.5071 0.3284 -3.2540 -1.061 0.506 -0.474 0.05
C -3.1706 1.9119 -0.1438 1.025 0.277 0.006 -0.52
O -3.2048 2.8228 0.5976 -0.542 1.230 0.866 0.20
O -4.3247 1.2565 -0.5404 0.561 -0.689 -0.838 -0.02
N -5.2979 2.2051 -0.9761 -0.436 -0.223 -1.272 0.12
C -6.1103 2.3912 -0.0676 2.170 0.221 0.501 -0.26
O -6.6229 2.6994 0.8999 -2.045 0.287 1.066 0.25
H 0.6405 5.6455 -0.0960 0.052 0.128 0.058 0.07
H 2.1883 5.9768 0.7607 -0.267 0.216 0.037 0.07
H 0.9931 4.9094 1.4929 -0.104 -0.099 -0.082 0.08
H 1.3354 3.3638 -0.4779 0.266 -0.109 -0.237 0.10
H 2.7742 4.3793 -0.9594 -0.364 -0.016 -0.258 0.12
H 4.2514 1.8293 0.6471 -0.027 0.060 0.204 0.13
H 2.9516 1.8864 -0.5291 0.178 -0.019 -0.060 0.09
H 1.2448 1.5042 1.1341 0.000 -0.089 0.078 0.12
H 2.3950 1.5370 2.4516 0.233 -0.195 0.008 0.13
H 1.6571 0.0511 -0.6284 0.107 -0.150 0.128 0.10
H 2.1836 -1.5663 -0.1896 0.175 -0.032 0.159 0.11
H 0.1540 -0.3805 1.6082 -0.425 0.044 -0.098 0.13
H 0.1588 -2.0031 0.8745 -0.468 0.094 -0.063 0.13
H -2.5701 -0.6150 -0.3572 -0.004 0.246 -0.112 0.14
H -1.9268 0.1514 1.0795 0.381 0.204 0.015 0.14
H -2.4936 0.3010 -2.4005 0.233 -0.072 0.084 0.14
H -2.6437 2.0424 -2.4658 0.171 -0.036 -0.155 0.13
H -0.0023 1.9849 -2.0275 0.093 -0.413 0.129 0.13
H -0.2118 1.9794 -4.5720 0.096 0.136 -0.011 0.08
H -0.1966 -0.7209 -2.6271 -0.460 0.330 0.028 0.10
H -0.2643 -0.0944 -4.2727 -0.365 0.251 0.082 0.12
H 1.9463 -0.5775 -3.1948 0.192 0.190 0.100 0.05
H 1.7676 0.8825 -2.4467 0.215 -0.280 0.027 0.05
O -1.8094 -3.4288 3.2173 0.067 0.321 -0.044 0.12
C -2.9038 -3.0328 2.9419 0.028 -0.438 0.239 -0.49
O -3.2594 -1.7205 3.0154 0.041 -0.105 -0.115 0.01
C -4.6639 -1.5843 2.7272 -0.261 0.142 -0.034 -0.15
C -5.0338 -2.8238 1.9354 -0.207 -0.184 -0.121 -0.15
C -4.0930 -3.8700 2.5150 -0.207 0.350 -0.341 -0.07
H -5.2069 -1.5201 3.6726 0.024 -0.042 0.002 0.12
H -4.8356 -0.6716 2.1584 0.225 0.091 0.107 0.12
H -6.0874 -3.0855 2.0166 0.007 0.066 0.074 0.12
H -4.8062 -2.6699 0.8782 -0.010 0.036 0.018 0.12
H -4.5187 -4.3544 3.3952 0.096 -0.040 0.019 0.13
H -3.8062 -4.6105 1.7734 0.164 -0.148 0.228 0.13
O 4.5379 0.3755 -1.8174 -1.337 -0.877 3.629 0.06
C 4.5492 -0.7656 -2.1801 0.314 -0.819 -0.214 -0.54
O 3.4856 -1.5948 -2.0500 -0.063 -1.043 1.649 -0.05
C 3.8482 -2.9205 -2.4762 -0.013 -0.044 -0.075 -0.12
C 5.0431 -2.7320 -3.3953 0.404 -0.417 -0.190 -0.14
C 5.7177 -1.5068 -2.7924 0.557 -0.975 0.660 -0.06
H 4.0915 -3.5146 -1.5918 0.008 0.003 -0.007 0.13
H 3.0037 -3.3787 -2.9868 -0.142 0.125 0.083 0.13
H 5.6855 -3.6096 -3.4511 -0.016 -0.049 0.183 0.12
H 4.7005 -2.5011 -4.4048 0.138 -0.241 0.168 0.12
H 6.4198 -1.7735 -2.0004 0.170 -0.032 -0.009 0.14
H 6.2094 -0.8984 -3.5465 0.146 -0.436 0.541 0.10
O 3.9549 -0.5827 -3.9679 -1.041 1.013 -3.469 0.05
C 4.4423 0.4228 -4.3991 0.407 1.412 -0.989 -0.38
O 4.1264 0.9352 -5.6099 -0.091 -0.486 0.487 0.06
C 4.9504 2.0798 -5.8874 0.212 0.531 -0.069 -0.15
C 5.4192 2.5718 -4.5284 0.099 -0.113 -0.260 -0.13
C 5.5013 1.2749 -3.7307 0.372 1.869 -1.406 -0.07
H 5.7800 1.7636 -6.5246 -0.022 -0.054 0.022 0.13
H 4.3640 2.8259 -6.4193 -0.171 -0.217 -0.081 0.13
H 6.3552 3.1263 -4.5706 0.002 -0.053 -0.070 0.12
H 4.6623 3.2240 -4.0895 -0.008 -0.006 -0.011 0.12
H 6.4706 0.7853 -3.8427 -0.023 0.282 -0.028 0.13
H 5.2721 1.4240 -2.6791 0.728 0.248 -0.879 0.10
O -7.3577 -3.2063 5.6701 0.240 -0.028 -0.234 0.12
C -6.4236 -2.8912 6.3475 -0.454 -0.150 0.181 -0.49
O -5.1564 -3.3158 6.1050 -0.062 0.150 -0.025 0.01
C -4.2803 -2.8537 7.1515 0.271 0.081 0.120 -0.15
C -4.9865 -1.6566 7.7654 -0.085 0.124 0.142 -0.16
C -6.4554 -2.0272 7.5916 0.527 0.274 -0.087 -0.07
H -4.1393 -3.6658 7.8679 -0.041 -0.012 -0.023 0.13
H -3.3157 -2.5890 6.7240 -0.051 -0.153 -0.167 0.13
H -4.6957 -1.4692 8.7973 0.039 -0.069 -0.016 0.12
H -4.7644 -0.7586 7.1859 0.033 -0.024 0.008 0.12
H -6.8294 -2.6236 8.4250 -0.106 0.009 -0.048 0.13
H -7.0822 -1.1530 7.4401 -0.241 -0.181 0.026 0.13